Entry from OMol25: a structure of composition C51H51F12IN4O2P2PbSSi (ωB97M-V/def2-TZVPD).

Geometry as XYZ:
```
126
Properties=species:S:1:pos:R:3:forces:R:3:mulliken_charge:R:1
Pb 1.23092 -0.34612 -0.25512 1.047 0.179 -0.535 2.407
C 1.53425 -2.20662 6.25445 -0.008 0.034 -0.156 -1.765
C 1.95934 -1.51023 4.98211 0.011 -0.082 0.043 0.421
C 1.94611 -0.12849 4.86639 0.023 0.075 0.013 -1.185
C 2.28388 0.47007 3.67088 -0.044 0.045 0.025 -0.613
C 2.65545 -0.25647 2.52741 -0.103 0.058 -0.047 -0.262
N 2.80279 0.38170 1.28573 0.030 -0.066 -0.090 0.910
C 3.48566 1.56494 1.14663 -0.163 -0.020 0.095 0.854
C 4.16078 2.17599 2.23224 0.034 0.031 -0.058 -0.836
C 4.58510 3.49177 2.20392 -0.017 -0.088 0.039 -1.248
C 4.41270 4.27281 1.07190 0.047 0.077 -0.051 0.529
C 4.76037 5.74279 1.03804 0.042 -0.166 -0.061 -1.732
C 3.99128 3.60820 -0.07395 -0.028 -0.134 0.081 -0.519
C 3.59149 2.27114 -0.09992 0.076 0.028 -0.115 -1.520
C 3.57372 1.55759 -1.48115 0.109 0.163 -0.299 1.797
O 2.95307 0.36724 -1.60459 -0.042 -0.011 0.335 -0.836
C 2.91721 2.45684 -2.61089 -0.181 -0.227 0.104 -0.076
F 2.88827 1.77472 -3.78004 0.007 0.114 0.111 -0.308
F 3.46905 3.65395 -2.92733 -0.033 -0.058 0.029 -0.305
F 1.64084 2.70959 -2.26829 0.159 -0.035 -0.102 -0.027
C 5.09694 1.34371 -1.86701 -0.204 -0.023 -0.016 0.495
F 5.71476 2.47394 -2.30466 -0.028 -0.059 0.062 -0.300
F 5.81814 0.90426 -0.82718 -0.051 -0.050 -0.080 -0.235
F 5.23502 0.43874 -2.85189 0.026 0.117 0.041 -0.247
C 2.68370 -1.67129 2.64165 -0.024 -0.025 -0.131 -0.545
C 2.32620 -2.24771 3.86536 0.079 0.097 0.005 -0.466
C 2.96275 -2.55367 1.39430 0.077 -0.199 0.009 2.241
O 2.09564 -2.34765 0.35882 0.231 0.341 0.006 -0.635
C 4.47392 -2.40202 0.95790 -0.153 -0.167 0.143 0.259
F 4.84697 -1.16976 0.65236 -0.040 -0.013 0.004 -0.057
F 4.76548 -3.16765 -0.11472 -0.011 0.076 0.091 -0.267
F 5.29670 -2.81362 1.96432 -0.024 0.015 -0.121 -0.342
C 2.77312 -4.09100 1.70971 -0.258 0.140 -0.056 -0.196
F 1.49212 -4.33273 2.06091 0.164 -0.002 0.003 -0.218
F 3.00818 -4.85214 0.62684 -0.043 0.047 0.086 -0.247
F 3.54681 -4.60832 2.69549 -0.013 0.009 -0.067 -0.266
H 1.50166 -1.50715 7.09202 0.013 -0.021 -0.020 0.380
H 2.21799 -3.02127 6.50737 -0.025 0.029 0.019 0.382
H 0.53407 -2.63822 6.14163 0.050 0.018 0.039 0.273
H 1.62944 0.49298 5.70115 -0.010 -0.030 -0.052 0.204
H 2.19964 1.54587 3.58729 -0.009 -0.059 -0.008 0.676
H 4.32922 1.59185 3.12544 -0.041 0.051 0.009 0.741
H 5.05534 3.91654 3.08798 -0.047 -0.024 0.000 0.311
H 4.90564 6.13049 2.04890 0.000 0.003 -0.029 0.392
H 3.96350 6.32134 0.56489 0.012 0.021 0.035 0.362
H 5.67879 5.93001 0.47050 -0.028 0.016 0.030 0.308
H 4.01960 4.16380 -0.99960 -0.001 -0.023 0.012 0.541
H 2.32076 -3.31996 3.97930 0.013 -0.016 -0.032 0.470
C -2.83181 0.59058 -2.04748 0.118 -0.326 0.053 -0.465
P -2.87894 -1.15029 -1.44545 -0.216 -0.023 0.021 0.941
C -3.02359 -2.02575 -3.09595 0.103 -0.010 0.051 -0.265
N -4.19259 -2.33534 -3.59256 -0.030 0.084 0.170 -0.231
C -4.24345 -3.12543 -4.69967 0.013 -0.055 -0.018 -0.030
C -5.49757 -3.49100 -5.24159 -0.009 0.026 0.014 -0.485
C -5.55608 -4.32608 -6.32153 0.094 -0.037 -0.045 -0.531
C -4.36782 -4.84074 -6.89373 -0.127 0.010 -0.005 -0.472
C -3.14738 -4.49418 -6.38688 0.022 0.013 -0.025 -0.401
C -3.06567 -3.61125 -5.28536 -0.115 -0.052 -0.030 0.002
N -1.84789 -3.23609 -4.80988 0.266 0.066 0.028 -0.181
C -1.79293 -2.45529 -3.76670 -0.143 0.104 0.205 -0.172
P -0.17923 -1.84107 -3.03974 0.376 -0.250 -0.451 0.093
C 0.18080 -0.48473 -4.23697 -0.078 -0.089 0.016 -1.206
C 1.14281 -3.11964 -3.50333 -0.266 -0.041 -0.051 2.329
C 2.48204 -2.55557 -3.01319 -0.060 0.101 0.098 -1.976
C 0.79618 -4.37234 -2.68788 0.018 0.053 0.016 -2.021
C 1.29245 -3.46556 -4.98757 0.100 0.070 0.116 -1.905
C -4.60804 -1.22874 -0.68269 -0.021 -0.165 -0.216 2.113
C -4.44270 -0.61199 0.71212 0.094 0.009 -0.004 -1.754
C -5.72084 -0.48236 -1.42419 0.043 -0.038 0.127 -1.924
C -4.96729 -2.71305 -0.51683 0.035 0.085 0.035 -2.047
H -3.56215 0.77456 -2.83652 0.012 0.070 0.026 0.419
H -1.83159 0.82279 -2.41433 -0.082 0.008 0.036 -0.225
H -3.01738 1.25926 -1.20475 0.003 -0.059 -0.071 0.213
H -6.39307 -3.10006 -4.77210 0.056 0.009 -0.006 0.427
H -6.51477 -4.60265 -6.74263 0.003 -0.016 0.011 0.375
H -4.43293 -5.51437 -7.74022 0.006 0.020 0.020 0.379
H -2.22743 -4.87828 -6.81149 0.001 0.056 0.041 0.442
H 0.13304 -0.82986 -5.27084 0.025 0.039 -0.010 0.423
H 1.17999 -0.10608 -4.00862 -0.046 0.018 -0.009 0.065
H -0.52127 0.33874 -4.09943 0.013 -0.013 -0.004 0.484
H 2.47521 -2.33847 -1.94603 0.034 -0.063 0.041 0.141
H 2.77367 -1.64263 -3.53708 0.001 -0.048 0.018 0.172
H 3.26196 -3.30850 -3.17412 -0.043 0.025 -0.033 0.699
H 0.77271 -4.13664 -1.61924 0.007 -0.038 -0.053 0.313
H 1.56202 -5.14085 -2.84347 -0.036 0.043 0.003 0.516
H -0.17215 -4.78775 -2.98480 0.045 -0.009 0.004 0.307
H 1.56440 -2.58365 -5.57327 -0.004 -0.033 0.013 0.370
H 0.39127 -3.89581 -5.40428 -0.147 -0.062 -0.066 0.239
H 2.11071 -4.19043 -5.08637 -0.033 0.061 -0.010 0.561
H -5.36842 -0.74425 1.28434 0.004 0.025 -0.055 0.558
H -4.23328 0.46148 0.65353 0.013 -0.128 0.014 0.196
H -3.62330 -1.07955 1.26459 -0.120 0.051 -0.028 0.302
H -5.53443 0.59474 -1.42849 -0.013 -0.052 -0.013 0.317
H -6.67524 -0.65246 -0.90696 0.064 0.038 -0.029 0.540
H -5.81829 -0.82806 -2.44957 -0.016 -0.029 -0.070 0.223
H -5.25684 -3.16037 -1.46622 0.005 -0.006 -0.032 0.380
H -4.11798 -3.27499 -0.11484 -0.055 0.016 0.018 0.358
H -5.80265 -2.81762 0.18526 0.022 0.017 -0.034 0.521
I -0.86108 -0.03816 2.05236 -0.742 0.206 0.886 -0.818
S -1.57377 3.64099 -1.84246 0.034 0.282 -0.087 -0.368
C -0.88213 2.96756 -0.56156 0.145 -0.023 0.125 0.144
N -0.38526 2.47427 0.38793 -0.119 0.192 -0.229 -0.200
C -4.07029 5.53385 1.57429 0.042 -0.025 0.020 -0.516
C -4.29745 4.16379 1.53769 0.040 -0.001 0.057 -0.394
C -3.26653 3.27700 1.82222 0.101 -0.011 0.086 -0.055
C -1.98652 3.73461 2.15092 0.124 0.146 -0.377 0.498
C -1.77702 5.11864 2.18393 -0.069 -0.110 0.043 -0.284
C -2.80726 6.00984 1.90069 0.025 -0.094 0.036 -0.623
Si -0.49734 2.55984 2.32408 -0.130 -0.432 0.191 1.923
C -0.62020 2.40660 4.26031 0.077 -0.045 0.078 0.332
C -1.53427 1.62585 4.97445 -0.021 0.057 0.126 -0.630
C -1.58044 1.64235 6.36341 0.027 0.061 -0.044 -0.654
C -0.71440 2.46080 7.08403 0.000 0.003 -0.087 -0.509
C 0.18769 3.26232 6.39711 -0.045 -0.027 -0.004 -0.602
C 0.22914 3.22711 5.00533 0.029 0.001 -0.006 -0.593
H -4.86887 6.22640 1.33414 0.008 -0.012 0.007 0.349
H -5.27745 3.78486 1.26936 0.015 -0.007 0.012 0.425
H -3.44988 2.20559 1.77529 0.000 0.099 -0.022 0.064
H -0.78740 5.50526 2.41693 -0.086 -0.006 -0.033 0.278
H -2.61773 7.07749 1.91745 0.001 -0.022 0.004 0.377
H 0.88954 3.08618 2.31939 -0.089 0.158 0.028 -0.642
H -2.21991 0.97618 4.43855 0.071 0.030 0.029 0.353
H -2.29249 1.01086 6.88640 0.038 0.036 -0.020 0.371
H -0.74355 2.47382 8.16833 -0.001 -0.012 -0.030 0.347
H 0.86370 3.91202 6.94351 0.001 -0.035 -0.015 0.373
H 0.95455 3.85098 4.48337 -0.030 -0.073 0.052 0.226
```
Forces are in eV/Å.

F_max, eV Å⁻¹: 1.19
HOMO, eV: -1.96
ΔE to the lowest compared entry with this formula, charge and spin, kJ/mol: 74.0
Net charge: -2
Kohn-Sham gap, eV: 5.138
LUMO, eV: 3.18

=====

Entry from OMol25: the molecule C7H9ClN2O (ωB97M-V/def2-TZVPD).

Geometry as XYZ:
```
20
Properties=species:S:1:pos:R:3:forces:R:3:nbo_charge:R:1
C -0.07235 -1.40259 1.48314 1.432 0.414 -1.324 -0.397
N -0.50535 -0.55663 0.32978 -0.261 -0.688 1.348 -0.367
C -1.87566 -0.38116 0.19362 1.230 -1.867 0.256 0.043
C -2.37616 0.42308 -0.72517 -0.760 2.295 -0.834 -0.284
C -1.52494 1.24295 -1.52693 3.995 -3.547 2.506 -0.127
C -0.13184 0.99618 -1.36141 -3.543 1.352 -0.983 -0.240
C 0.38808 0.21520 -0.32392 2.275 -1.170 -0.104 0.235
Cl 1.07873 1.81824 1.00063 -0.180 0.534 0.872 -0.533
C 2.00673 -0.34822 -0.51564 -3.261 -1.286 1.864 0.708
N 2.79010 0.61473 -0.95683 3.163 -1.235 -0.980 -0.815
O 2.28116 -1.50180 -0.20385 -0.221 1.669 -0.833 -0.609
H 0.85908 -1.00956 1.93692 -0.539 -0.226 -0.579 0.246
H -0.81569 -1.36492 2.21557 -1.265 0.050 1.053 0.202
H 0.05961 -2.41244 1.11623 0.232 -0.174 0.167 0.221
H -2.51822 -1.14268 0.64798 0.485 0.556 0.449 0.221
H -3.43918 0.57644 -0.74802 -0.308 -0.261 -0.286 0.226
H -1.90090 1.78302 -2.30142 -0.843 1.791 -1.904 0.215
H 0.59394 1.54229 -1.89309 0.472 0.567 -0.917 0.221
H 2.56771 1.56107 -0.86974 -0.848 1.358 0.373 0.423
H 3.81483 0.44785 -0.91436 -1.255 -0.130 -0.144 0.409
```
Forces are in eV/Å.

SMILES: CN1C=CC=C[C@]1(Cl)C(N)=O
F_max, eV Å⁻¹: 5.90
HOMO (spin up / spin down), eV: -8.15 / -8.15
ΔE to the lowest compared entry with this formula, charge and spin, kJ/mol: 0.0
Kohn-Sham gap (spin up / spin down), eV: 8.183 / 8.183
LUMO (spin up / spin down), eV: 0.04 / 0.04

=====

Entry from OMol25: a structure of composition C17H51O9Y (ωB97M-V/def2-TZVPD).

Geometry as XYZ:
```
78
Properties=species:S:1:pos:R:3:forces:R:3:mulliken_charge:R:1
Y 1.01144 -1.08696 -4.79678 -0.455 -0.838 6.742 1.818
C 0.37035 -0.31320 -1.22431 -0.197 1.281 0.559 0.382
O 0.27121 -0.99087 -2.46640 1.597 -0.092 -4.791 -0.219
H 0.70910 -0.88125 -0.35789 -0.095 -0.929 -0.378 0.010
H 1.05687 0.53343 -1.22284 0.225 0.152 -0.569 -0.054
H -0.59109 0.13290 -0.96994 -0.225 -0.217 -0.099 -0.023
C -1.79276 -0.73139 2.24386 -0.054 0.472 -1.066 -0.163
C -1.83168 -1.31466 3.61398 -0.329 -0.044 0.724 -0.515
O -0.84867 -2.30829 3.81113 0.365 -0.494 -0.190 -0.602
H -2.62095 -0.04266 2.07695 -0.184 -0.067 0.069 0.219
H -1.87433 -1.53128 1.50790 -0.217 -0.179 -0.161 0.088
H -0.89875 -0.17854 1.95544 0.323 0.021 0.510 -0.026
H -2.78982 -1.81267 3.76250 -0.311 0.337 0.124 0.312
H -1.67313 -0.59269 4.41506 -0.118 0.095 -0.141 0.373
H -0.95384 -2.93123 3.08829 0.106 -0.349 0.001 0.257
C -4.06890 0.11721 -1.38509 -0.261 0.544 0.626 -0.518
C -5.29840 -0.72708 -1.15849 0.006 0.450 -0.251 -0.463
O -6.43215 -0.19098 -1.81788 0.069 -0.286 -0.197 -0.531
H -3.28520 -0.32549 -0.77034 0.524 0.008 -0.311 0.027
H -4.24610 1.12235 -1.00247 0.002 0.103 -0.026 0.294
H -3.83351 0.22512 -2.44389 0.270 -0.265 -0.043 0.297
H -5.53602 -0.72459 -0.09471 0.059 -0.370 0.002 0.279
H -5.06411 -1.72189 -1.53737 -0.320 -0.410 0.338 0.237
H -6.46934 -0.63029 -2.67065 -0.329 0.191 -0.130 0.333
C 1.52336 2.00552 1.70927 0.407 -0.509 0.313 -0.217
C 2.43503 2.68319 2.74173 0.301 0.015 -0.315 -0.526
O 2.77480 3.97541 2.28458 0.105 0.803 -1.046 -0.550
H 0.60812 2.55031 1.47770 0.092 -0.031 0.160 0.174
H 1.33170 0.95926 1.94741 -0.548 0.099 0.939 0.072
H 2.07182 1.78552 0.79335 0.362 0.904 -0.389 0.065
H 3.37874 2.13894 2.77791 -0.157 -0.553 0.423 0.266
H 2.06343 2.90769 3.74154 -0.607 -1.227 0.066 0.370
H 3.41810 4.32109 2.90771 0.025 0.339 -0.103 0.302
C 5.03591 -2.04432 -3.23596 -1.006 -0.443 1.143 -1.149
C 3.61388 -1.87285 -2.58229 2.661 0.634 -0.672 -0.093
O 2.65838 -2.43812 -3.51947 -1.483 0.888 -1.210 -0.413
H 5.15831 -3.09189 -3.51113 0.088 -0.037 0.014 0.346
H 5.76753 -1.83225 -2.45631 0.150 0.149 -0.191 0.377
H 5.22991 -1.44069 -4.12258 -0.232 0.215 0.170 0.316
H 3.43452 -0.81095 -2.41412 -0.529 0.002 -0.138 0.303
H 3.54502 -2.37441 -1.61699 -0.180 -0.130 -0.184 0.213
H 2.57442 -3.35648 -3.25269 -0.338 -0.506 -0.252 0.318
C 2.21514 -2.36171 2.05171 0.805 0.373 -1.212 -0.381
C 2.52859 -2.21909 3.52140 -1.229 -0.077 0.338 -0.562
O 1.59421 -1.33788 4.11458 1.166 0.373 0.319 -0.553
H 3.17859 -2.55569 1.58030 -0.044 -0.336 -0.559 0.349
H 1.83578 -1.43712 1.61660 0.226 0.497 0.270 -0.199
H 1.47546 -3.08261 1.70348 0.106 -0.513 0.615 0.349
H 3.53706 -1.85410 3.71598 -0.116 0.224 -0.219 0.357
H 2.47101 -3.21249 3.96631 0.076 -0.153 0.284 0.294
H 0.73190 -1.75164 4.03200 -0.583 -0.137 0.118 0.460
C 3.69887 4.23968 -1.06580 0.671 -0.055 -0.357 -1.169
C 2.21387 4.06632 -1.30045 0.492 1.861 -0.023 0.540
O 1.56440 4.83604 -0.29514 -0.436 -0.942 -0.585 -0.553
H 3.97761 5.29133 -0.99925 -0.524 0.173 0.186 0.304
H 4.30565 3.93102 -1.91708 0.099 -0.693 0.055 0.385
H 4.00908 3.78872 -0.12320 0.160 -0.241 -0.153 0.296
H 1.87228 3.03147 -1.32274 -0.023 -0.353 0.075 -0.517
H 1.98631 4.54606 -2.25238 -0.332 -0.160 -0.128 0.470
H 1.90920 4.42420 0.50055 -0.080 0.445 0.941 0.230
C -1.60831 2.78987 -0.52456 -1.266 0.139 0.685 -0.216
C -2.74716 3.18240 0.48377 1.212 0.238 -0.772 -0.602
O -3.82326 3.75808 -0.26016 0.507 -0.386 0.619 -0.531
H -0.89483 2.13569 -0.02345 0.119 0.109 -0.052 -0.343
H -1.11637 3.66305 -0.95309 0.057 0.051 0.307 0.366
H -2.07617 2.25506 -1.35111 -0.036 -0.206 -0.034 0.301
H -2.35742 3.88712 1.21834 0.170 0.371 -0.158 0.558
H -3.04478 2.34708 1.11761 -0.327 -0.499 -0.404 0.223
H -4.26783 4.32568 0.37370 -0.401 0.180 -0.220 0.319
C -3.29989 -4.34025 -1.14539 -0.069 -0.087 -0.641 -1.342
C -2.34154 -3.51163 -1.97851 -0.465 -0.316 0.021 0.020
O -1.28461 -3.16012 -1.12925 0.693 0.305 0.837 -0.468
H -2.81792 -5.25384 -0.79732 -0.030 0.196 0.306 0.380
H -4.15688 -4.64257 -1.74727 -0.049 0.018 -0.041 0.378
H -3.67078 -3.70143 -0.34387 0.102 -0.298 0.213 0.296
H -2.90927 -2.66167 -2.35714 0.167 0.454 -0.072 0.193
H -1.93816 -4.06126 -2.82897 -0.137 -0.328 -0.310 0.304
H -0.68305 -2.51374 -1.50593 -0.241 0.050 -0.318 0.079
```
Forces are in eV/Å.

F_max, eV Å⁻¹: 6.81
HOMO, eV: -13.24
ΔE to the lowest compared entry with this formula, charge and spin, kJ/mol: 715.9
Net charge: +2
Kohn-Sham gap, eV: 2.045
LUMO, eV: -11.20

=====

Entry from OMol25: the molecule C2H7N3O2 (ωB97M-V/def2-TZVPD).

Geometry as XYZ:
```
14
Properties=species:S:1:pos:R:3:forces:R:3:nbo_charge:R:1
N -1.91536 -0.16525 0.90604 0.869 2.194 -0.127 -0.884
C -1.30330 -0.35490 -0.55757 -3.117 -2.132 -0.177 -0.272
C 0.26705 -0.51457 -0.45727 0.241 2.855 2.099 0.325
N 1.04492 -1.49025 -0.13759 -2.649 0.635 -0.660 -0.182
O 2.26119 -1.12029 0.46345 -0.145 -0.607 -1.312 -0.563
N 0.51395 0.92355 -0.10512 0.215 1.864 -2.500 -0.396
O 1.83998 1.61725 0.02980 -1.283 -1.196 -0.647 -0.573
H -1.14062 0.67920 1.37030 -3.660 -2.952 -1.906 0.399
H -3.03945 0.14863 0.86539 4.337 -0.592 -0.095 0.377
H -1.63884 0.56077 -1.03193 1.033 0.251 -0.594 0.195
H -1.98656 -1.14524 -1.26226 2.326 1.440 2.464 0.225
H 2.72788 -1.88708 0.08925 0.687 0.492 0.802 0.489
H 0.04694 1.53900 -0.93844 1.703 -1.936 2.798 0.381
H 2.32222 1.20917 0.76595 -0.557 -0.315 -0.145 0.480
```
Forces are in eV/Å.

SMILES: NC/C(=N/O)NO
F_max, eV Å⁻¹: 5.07
HOMO, eV: -8.84
ΔE to the lowest compared entry with this formula, charge and spin, kJ/mol: 801.1
Kohn-Sham gap, eV: 9.660
LUMO, eV: 0.81

=====

- Which value of F_max does entry 2 give?
  5.90 eV Å⁻¹

=====

- Look up the F_max of the first one.
  1.19 eV Å⁻¹

=====

- Number 3 is which compound?
  C17H51O9Y